{"formula": "C4H4NO", "method": "wB97M-V/def2-TZVPD", "elements": ["C", "C", "C", "C", "N", "O", "H", "H", "H", "H"], "coordinates": [[-1.87, -0.02, -0.11], [-0.57, -0.61, 0.15], [0.61, -0.19, -0.05], [1.91, 0.35, 0.00], [-2.62, 0.69, -0.74], [-2.94, -0.49, 0.32], [-0.89, -1.45, 0.80], [2.61, -0.02, -0.71], [2.21, 0.57, 1.00], [1.54, 1.17, -0.64]], "lowdin_charge": [-0.552, 0.131, 0.196, 0.074, 0.358, 0.139, 0.215, 0.129, 0.135, 0.176], "total_charge": 1, "homo_ha": -0.5300, "e_above_lowest_kcal_mol": 129.18, "gap_ev": 6.6, "e_lumo_ev": -7.786}

***

{"formula": "C34H92BF6HgN9O12S2", "method": "wB97M-V/def2-TZVPD", "elements": ["Hg", "C", "F", "F", "F", "S", "O", "O", "N", "S", "O", "O", "C", "F", "F", "F", "B", "H", "H", "H", "H", "C", "C", "C", "O", "C", "N", "H", "H", "H", "H", "H", "H", "H", "H", "H", "H", "H", "C", "C", "C", "O", "C", "N", "H", "H", "H", "H", "H", "H", "H", "H", "H", "H", "H", "C", "C", "C", "O", "C", "N", "H", "H", "H", "H", "H", "H", "H", "H", "H", "H", "H", "C", "C", "C", "O", "C", "N", "H", "H", "H", "H", "H", "H", "H", "H", "H", "H", "H", "C", "C", "C", "O", "C", "N", "H", "H", "H", "H", "H", "H", "H", "H", "H", "H", "H", "C", "C", "C", "O", "C", "N", "H", "H", "H", "H", "H", "H", "H", "H", "H", "H", "H", "C", "C", "C", "O", "C", "N", "H", "H", "H", "H", "H", "H", "H", "H", "H", "H", "H", "C", "C", "C", "O", "C", "N", "H", "H", "H", "H", "H", "H", "H", "H", "H", "H", "H"], "coordinates": [[-1.98, -1.96, 0.22], [1.04, -3.44, -1.82], [-0.03, -4.19, -1.83], [1.64, -3.54, -0.66], [1.79, -3.98, -2.81], [0.54, -1.62, -2.28], [1.80, -0.85, -2.58], [-0.51, -1.76, -3.31], [-0.23, -1.11, -0.79], [0.76, -0.08, -0.18], [0.16, 0.06, 1.17], [2.12, -0.47, -0.08], [0.49, 1.61, -1.08], [-0.67, 2.07, -0.72], [1.37, 2.53, -0.71], [0.50, 1.43, -2.42], [-0.66, -3.12, 2.21], [-0.92, -2.60, 3.12], [-0.23, -4.05, 2.54], [-1.56, -3.35, 1.66], [0.05, -2.64, 1.56], [7.18, 1.53, -1.70], [5.76, 1.76, -1.18], [5.13, 0.80, -0.16], [6.11, 0.12, 0.63], [5.48, -0.51, 1.78], [5.82, 3.15, -0.55], [7.90, 1.36, -0.90], [7.48, 2.27, -2.45], [7.19, 0.56, -2.19], [5.02, 1.83, -1.98], [4.71, -0.04, -0.70], [4.38, 1.31, 0.43], [6.34, -0.97, 2.27], [4.74, -1.25, 1.47], [5.09, 0.17, 2.54], [6.35, 3.84, -1.05], [6.48, 2.88, 0.17], [1.95, -6.86, -0.54], [0.40, -6.82, -0.32], [-0.42, -7.60, -1.45], [-1.68, -7.69, -0.86], [-2.57, -8.57, -1.58], [0.23, -7.48, 0.98], [2.27, -7.90, -0.64], [2.52, -6.57, 0.34], [2.19, -6.22, -1.39], [0.07, -5.79, -0.14], [-0.02, -8.58, -1.71], [-0.45, -7.01, -2.36], [-3.08, -8.20, -2.46], [-3.37, -8.71, -0.85], [-2.16, -9.58, -1.66], [0.72, -8.36, 1.07], [-0.75, -7.70, 0.99], [2.01, -2.26, 8.67], [1.42, -2.33, 7.23], [1.98, -1.19, 6.32], [1.26, -1.25, 5.03], [1.42, -0.05, 4.21], [1.79, -3.65, 6.72], [1.83, -1.29, 9.14], [3.09, -2.37, 8.70], [1.68, -3.05, 9.34], [0.34, -2.31, 7.25], [3.04, -1.05, 6.14], [1.78, -0.23, 6.80], [0.73, 0.76, 4.46], [0.91, -0.51, 3.35], [2.42, 0.30, 3.97], [2.79, -3.78, 6.78], [1.44, -4.28, 7.43], [0.68, 5.88, -1.30], [-0.43, 5.61, -2.13], [-1.86, 5.89, -1.71], [-2.28, 5.10, -0.63], [-3.44, 5.44, 0.02], [-0.42, 6.21, -3.43], [1.55, 5.25, -1.51], [0.44, 5.73, -0.24], [0.96, 6.93, -1.35], [-0.43, 4.54, -2.37], [-2.61, 5.72, -2.49], [-1.89, 6.88, -1.26], [-3.80, 4.78, 0.80], [-4.19, 5.48, -0.77], [-3.40, 6.46, 0.42], [-0.61, 5.74, -4.30], [-0.69, 7.18, -3.52], [4.58, 6.31, 3.40], [4.38, 5.26, 2.35], [2.86, 4.84, 2.03], [2.26, 4.13, 3.11], [1.10, 3.46, 2.68], [5.05, 5.74, 1.09], [4.53, 7.31, 2.97], [5.58, 6.09, 3.77], [3.84, 6.18, 4.18], [4.84, 4.31, 2.62], [2.91, 4.17, 1.17], [2.26, 5.69, 1.71], [1.46, 2.57, 2.16], [0.34, 3.98, 2.10], [0.63, 3.02, 3.56], [5.09, 4.91, 0.52], [4.53, 6.49, 0.67], [-2.44, 2.42, -4.17], [-1.91, 2.11, -5.57], [-0.67, 2.90, -5.87], [-0.97, 4.21, -6.05], [-1.51, 4.56, -7.29], [-1.79, 0.66, -5.64], [-3.50, 2.23, -4.31], [-2.33, 3.48, -3.92], [-1.80, 1.91, -3.45], [-2.70, 2.27, -6.30], [-0.23, 2.44, -6.75], [0.05, 2.78, -5.06], [-1.57, 5.65, -7.27], [-2.53, 4.21, -7.39], [-0.81, 4.23, -8.06], [-0.94, 0.32, -5.22], [-2.47, 0.28, -5.01], [-4.87, -5.36, -1.63], [-4.29, -4.17, -0.91], [-4.99, -3.81, 0.42], [-4.50, -2.75, 1.18], [-5.09, -2.43, 2.45], [-2.85, -4.15, -0.71], [-5.89, -5.08, -1.88], [-4.98, -6.26, -1.03], [-4.30, -5.46, -2.55], [-4.63, -3.28, -1.45], [-4.99, -4.71, 1.04], [-6.05, -3.66, 0.24], [-5.36, -1.40, 2.69], [-4.37, -2.69, 3.22], [-5.83, -3.17, 2.75], [-2.80, -4.93, -0.07], [-2.44, -4.53, -1.55], [-3.72, 2.13, 1.01], [-3.81, 0.62, 0.64], [-3.77, 0.46, -0.91], [-3.66, -0.93, -1.34], [-3.62, -1.13, -2.73], [-2.67, -0.01, 1.37], [-2.77, 2.63, 0.87], [-3.77, 2.30, 2.09], [-4.44, 2.80, 0.54], [-4.73, 0.20, 1.05], [-2.83, 0.99, -1.08], [-4.53, 0.99, -1.49], [-2.97, -0.44, -3.27], [-4.59, -0.85, -3.15], [-3.28, -2.10, -3.10], [-1.91, 0.65, 1.33], [-2.86, 0.08, 2.36]], "lowdin_charge": [1.063, -0.655, 0.116, 0.175, 0.108, 0.751, -0.344, -0.338, -0.414, 0.529, -0.362, -0.285, -0.649, 0.143, 0.133, 0.094, -0.482, -0.065, -0.062, -0.135, -0.090, -0.075, -0.365, -0.200, -0.205, -0.075, 0.014, 0.076, 0.074, 0.073, 0.130, 0.119, 0.118, 0.079, 0.091, 0.078, 0.061, 0.064, -0.059, -0.367, -0.202, -0.225, -0.092, 0.030, 0.064, 0.078, 0.056, 0.116, 0.116, 0.115, 0.081, 0.079, 0.084, 0.060, 0.054, -0.088, -0.395, -0.178, -0.192, -0.079, 0.028, 0.061, 0.066, 0.063, 0.136, 0.115, 0.103, 0.069, 0.065, 0.081, 0.063, 0.055, -0.067, -0.482, -0.195, -0.200, -0.143, 0.042, 0.090, 0.079, 0.088, 0.137, 0.125, 0.128, 0.067, 0.088, 0.084, 0.056, 0.075, -0.080, -0.398, -0.192, -0.182, -0.110, 0.029, 0.072, 0.075, 0.075, 0.130, 0.102, 0.112, 0.078, 0.087, 0.077, 0.001, 0.056, -0.046, -0.440, -0.246, -0.197, -0.083, 0.051, 0.087, 0.063, 0.071, 0.123, 0.125, 0.137, 0.090, 0.085, 0.094, 0.064, 0.034, -0.054, -0.458, -0.216, -0.246, -0.080, 0.023, 0.075, 0.077, 0.082, 0.109, 0.121, 0.122, 0.075, 0.088, 0.079, 0.089, 0.066, -0.072, -0.355, -0.145, -0.296, -0.134, -0.004, 0.064, 0.079, 0.063, 0.117, 0.099, 0.126, 0.042, 0.085, 0.085, 0.040, 0.091], "total_charge": -1, "homo_ha": [-0.0379, -0.1938], "s2": 0.752, "multiplicity": 2, "gap_ev": [3.3, 7.5], "e_lumo_ev": [2.237, 2.226]}